Entry 1:
{"formula": "C2H10NOSi", "method": "wB97M-V/def2-TZVPD", "total_energy_ha": -501.12690, "spin_multiplicity": 3, "de_lowest_kcal_mol": 73.7, "charge": 1, "homo_ev": [-7.9, -15.3], "elements": ["C", "C", "N", "O", "Si", "H", "H", "H", "H", "H", "H", "H", "H", "H", "H"], "positions_angstrom": [[2.39042, -0.47339, 0.36309], [-0.13060, 0.29885, 0.60547], [1.17969, 0.27244, -0.22164], [-1.13149, -0.14896, -0.21371], [-2.73429, -0.10528, -0.08139], [2.27005, -1.62782, 0.30471], [3.33934, -0.27622, -0.27716], [2.62571, -0.23408, 1.40315], [0.13412, -0.27939, 1.56147], [-0.36826, 1.40163, 0.85600], [1.71699, 1.13765, -0.25516], [1.05020, -0.30879, -1.03390], [-3.48927, 1.12182, -0.31008], [-2.91495, -1.25746, -1.04693], [-2.97452, -0.52467, 1.32014]]}

***

Entry 2:
{"formula": "C28H60O18S", "method": "wB97M-V/def2-TZVPD", "total_energy_ha": -2855.15123, "smiles": "CCCO[C@@]1(CCOC=O)OS(=O)(=O)O[C@@]1(O)CCO.COCCOCCOC.COCCOCCOC.COCCOCCOC", "de_lowest_kcal_mol": 0.0, "homo_ev": -9.0, "elements": ["C", "C", "C", "O", "C", "C", "C", "O", "C", "O", "O", "S", "O", "O", "O", "C", "O", "C", "C", "O", "H", "H", "H", "H", "H", "H", "H", "H", "H", "H", "H", "H", "H", "H", "H", "H", "H", "H", "C", "O", "C", "C", "O", "C", "C", "O", "C", "H", "H", "H", "H", "H", "H", "H", "H", "H", "H", "H", "H", "H", "H", "C", "O", "C", "C", "O", "C", "C", "O", "C", "H", "H", "H", "H", "H", "H", "H", "H", "H", "H", "H", "H", "H", "H", "C", "O", "C", "C", "O", "C", "C", "O", "C", "H", "H", "H", "H", "H", "H", "H", "H", "H", "H", "H", "H", "H", "H"], "positions_angstrom": [[-6.80941, 3.52551, -6.68218], [-5.60854, 2.63637, -7.03167], [-4.38880, 2.89582, -6.15257], [-4.82336, 3.21013, -4.82450], [-4.16636, 2.68599, -3.71269], [-2.65794, 2.83102, -3.83972], [-1.80479, 2.85344, -2.58334], [-1.67435, 1.58663, -1.90087], [-0.85897, 0.69264, -2.45805], [-0.35178, 0.77260, -3.55171], [-4.65108, 3.47102, -2.61483], [-6.17562, 3.05827, -2.30126], [-7.09082, 3.91139, -2.96133], [-6.26433, 2.84733, -0.90577], [-6.13832, 1.68346, -3.12230], [-4.75931, 1.29525, -3.31622], [-4.33388, 0.88888, -2.06380], [-4.68352, 0.19892, -4.36751], [-4.77119, -1.19497, -3.76945], [-3.50114, -1.63095, -3.27341], [-7.50857, 3.01136, -6.02732], [-7.35671, 3.79133, -7.58690], [-6.50366, 4.44860, -6.19393], [-5.88700, 1.58365, -6.96108], [-5.30170, 2.81815, -8.06317], [-3.73348, 2.02482, -6.15448], [-3.82833, 3.75146, -6.53718], [-2.26622, 2.07501, -4.51838], [-2.49847, 3.79338, -4.33059], [-0.80221, 3.17718, -2.86143], [-2.20089, 3.53930, -1.84147], [-0.69273, -0.17939, -1.80886], [-3.60619, 0.25912, -2.12296], [-3.75446, 0.29384, -4.93790], [-5.50133, 0.36444, -5.06969], [-5.12052, -1.90902, -4.51737], [-5.46585, -1.19148, -2.93154], [-2.80638, -1.20373, -3.78287], [0.06269, -0.45172, 1.48432], [0.88645, -1.49689, 1.01800], [1.91501, -1.07783, 0.13655], [3.23798, -1.74761, 0.43949], [3.85147, -1.32902, 1.64367], [3.30867, -1.78117, 2.87325], [3.50897, -3.24897, 3.17206], [2.68017, -4.06278, 2.36157], [3.25278, -5.29729, 2.00042], [-0.67725, -0.15746, 0.73010], [-0.47053, -0.80646, 2.36566], [0.65531, 0.42472, 1.76613], [2.04278, 0.01065, 0.17272], [1.62537, -1.35490, -0.88787], [3.93098, -1.43975, -0.34867], [3.13666, -2.83340, 0.38524], [2.25202, -1.52099, 2.96444], [3.85576, -1.22578, 3.63809], [3.25066, -3.40243, 4.22948], [4.56249, -3.51878, 3.03571], [4.28551, -5.17515, 1.65554], [2.65787, -5.70717, 1.18525], [3.24285, -6.01018, 2.83350], [3.02761, 0.82299, -3.47400], [3.54339, 2.13468, -3.49510], [2.78207, 3.06777, -2.75499], [3.64587, 3.94437, -1.87507], [4.22497, 3.27212, -0.77170], [5.32857, 2.40894, -0.99048], [6.62421, 3.10515, -1.34001], [6.61180, 3.60236, -2.66443], [7.30620, 4.81499, -2.83537], [2.16103, 0.71534, -4.13187], [3.81462, 0.14838, -3.80995], [2.73359, 0.53139, -2.45817], [2.04556, 2.55329, -2.12509], [2.23579, 3.71744, -3.45358], [2.98049, 4.68678, -1.42558], [4.38911, 4.47936, -2.46987], [5.10034, 1.63672, -1.72851], [5.48407, 1.91772, -0.02708], [7.43605, 2.37224, -1.23406], [6.80479, 3.91570, -0.62414], [7.05036, 5.53694, -2.05167], [7.01224, 5.22610, -3.80002], [8.39224, 4.66650, -2.83430], [0.28286, -4.13331, 4.43061], [0.26630, -3.36067, 5.61443], [-0.89247, -2.56945, 5.78375], [-1.40451, -2.61012, 7.20707], [-1.95916, -3.85220, 7.60178], [-1.08649, -4.93030, 7.89100], [-0.29740, -4.78994, 9.17372], [0.74820, -3.84503, 9.04906], [1.00008, -3.10136, 10.21727], [0.53247, -3.53001, 3.55404], [1.05189, -4.89531, 4.55177], [-0.67998, -4.62991, 4.26584], [-1.68707, -2.89784, 5.10420], [-0.65441, -1.52275, 5.54609], [-2.23837, -1.90513, 7.25894], [-0.63549, -2.26861, 7.90320], [-0.41865, -5.14884, 7.05507], [-1.75016, -5.78786, 8.02572], [0.13007, -5.77401, 9.41196], [-0.97636, -4.51014, 9.98790], [0.07097, -2.72937, 10.66351], [1.61809, -2.25011, 9.93537], [1.53815, -3.69146, 10.96837]]}

***

Entry 3:
{"formula": "C6H8Br6O3", "method": "wB97M-V/def2-TZVPD", "total_energy_ha": -15903.19952, "spin_multiplicity": 2, "charge": -1, "homo_ev": [-1.3, -5.6], "elements": ["C", "C", "C", "O", "C", "O", "O", "H", "H", "H", "H", "H", "H", "C", "Br", "Br", "Br", "H", "C", "Br", "Br", "Br", "H"], "positions_angstrom": [[-1.03493, -1.31876, 1.51627], [-1.05438, -1.90145, 3.04113], [-1.46933, -0.87708, 4.16062], [-2.24225, -1.64758, 4.99934], [-2.78621, -2.62505, 4.23327], [-3.85772, -3.13397, 4.44641], [-2.20093, -2.71468, 3.08916], [-0.54419, -1.95181, 0.77700], [-0.39744, -0.43540, 1.55357], [-2.01415, -1.13233, 1.07528], [-0.15187, -2.44370, 3.32318], [-1.85836, 0.10444, 3.88975], [-0.49989, -0.65046, 4.60439], [1.03991, 0.92082, -2.60773], [0.67644, 2.62907, -1.70714], [-0.07382, 0.68583, -4.25390], [0.52997, -0.70010, -1.57205], [2.10470, 0.90160, -2.84000], [3.20205, 3.16460, -5.51820], [4.68313, 4.09228, -6.59155], [1.38885, 3.53066, -6.28782], [3.27151, 3.40922, -3.62852], [3.28899, 2.09379, -5.70238]]}

***

Entry 4:
{"formula": "AgN6O18", "method": "wB97M-V/def2-TZVPD", "total_energy_ha": -1828.76643, "spin_multiplicity": 2, "de_lowest_kcal_mol": 22.7, "charge": -4, "homo_ev": [4.0, 4.0], "elements": ["Ag", "N", "O", "O", "O", "N", "O", "O", "O", "N", "O", "O", "O", "N", "O", "O", "O", "N", "O", "O", "O", "N", "O", "O", "O"], "positions_angstrom": [[0.04030, 0.59901, -0.18793], [-2.29142, 2.11750, -0.38628], [-1.77426, 2.41892, -1.47277], [-1.74024, 1.33446, 0.48752], [-3.28161, 2.72386, -0.12529], [-0.72753, -1.67240, 1.63247], [0.53277, -1.42028, 1.97761], [-1.53185, -2.25932, 2.26953], [-1.00402, -1.22744, 0.46090], [3.43997, -1.35823, 1.81129], [3.57247, -1.61259, 3.00493], [3.35270, 0.00840, 1.76551], [3.37137, -1.95757, 0.81805], [1.09175, -0.56481, -2.35025], [1.57565, -1.39469, -3.10033], [0.26734, 0.19389, -2.71065], [1.52657, -0.59034, -1.20631], [-3.60168, -1.46491, -2.02301], [-3.96676, -2.61018, -2.12500], [-4.56284, -0.62116, -2.19073], [-2.55364, -1.00095, -1.91648], [2.09445, 2.62174, 1.41135], [0.89406, 2.22429, 0.88719], [2.20154, 3.26078, 2.43037], [3.07491, 2.25201, 0.83830]]}

***

Entry 5:
{"formula": "C39H35F9N3O7PS3SeTl", "method": "wB97M-V/def2-TZVPD", "total_energy_ha": -7206.77686, "de_lowest_kcal_mol": 42.5, "charge": -1, "homo_ev": -5.6, "elements": ["Tl", "N", "C", "C", "C", "C", "N", "H", "H", "H", "H", "H", "H", "H", "H", "H", "H", "H", "H", "O", "S", "O", "O", "C", "C", "C", "C", "C", "C", "P", "C", "C", "C", "C", "C", "C", "C", "C", "C", "C", "C", "C", "H", "H", "H", "H", "H", "H", "H", "H", "H", "H", "H", "H", "H", "H", "F", "C", "F", "F", "S", "O", "O", "N", "S", "O", "O", "C", "F", "F", "F", "Se", "C", "C", "C", "C", "C", "C", "H", "H", "H", "H", "H", "F", "C", "F", "F", "C", "C", "C", "C", "C", "C", "C", "C", "H", "H", "H", "H"], "positions_angstrom": [[0.35270, -0.37000, 1.45454], [0.67712, 1.96144, 2.37481], [-0.20137, 3.09714, 2.67989], [-1.36245, 2.69746, 3.58799], [-2.68326, 2.37062, 2.87221], [-3.00568, 0.88367, 2.77657], [-2.30844, 0.27972, 1.63848], [1.13757, 1.63947, 3.22339], [1.44679, 2.24209, 1.76976], [-0.57226, 3.51428, 1.74363], [0.38372, 3.88757, 3.16163], [-1.53771, 3.50977, 4.29554], [-1.04981, 1.83269, 4.18041], [-2.66039, 2.78049, 1.85539], [-3.50688, 2.87511, 3.38225], [-4.09196, 0.74259, 2.71312], [-2.65904, 0.37448, 3.67901], [-2.62972, 0.68578, 0.76490], [-2.49535, -0.71603, 1.57696], [3.61094, -0.78511, -1.24406], [2.33847, -0.14510, -1.09447], [1.16921, -1.00742, -1.22510], [2.20439, 0.69532, 0.13838], [2.12857, 1.01597, -2.41710], [3.06556, 1.08194, -3.43452], [2.80651, 1.88174, -4.53709], [1.61618, 2.59438, -4.61420], [0.69311, 2.53135, -3.58114], [0.94167, 1.74453, -2.46102], [-0.17423, 1.82468, -0.97987], [0.11380, 3.62866, -0.71488], [-0.78548, 4.66126, -0.95863], [-0.42372, 5.98317, -0.72103], [0.84120, 6.28835, -0.24403], [1.75346, 5.26386, -0.02041], [1.39590, 3.94665, -0.25455], [-1.82192, 1.61688, -1.74989], [-2.98865, 2.21486, -1.27292], [-4.23425, 1.83555, -1.75926], [-4.33557, 0.83116, -2.70904], [-3.18484, 0.19802, -3.16149], [-1.94278, 0.58315, -2.68497], [3.97467, 0.50205, -3.34357], [3.53178, 1.94772, -5.33811], [1.41586, 3.22181, -5.47393], [-0.22190, 3.10999, -3.63961], [-1.76686, 4.45489, -1.36052], [-1.13644, 6.77505, -0.91670], [1.12075, 7.31814, -0.06142], [2.75253, 5.48531, 0.33277], [2.13153, 3.15872, -0.10266], [-2.93842, 2.96881, -0.49708], [-5.12628, 2.32182, -1.38392], [-5.30605, 0.52915, -3.08150], [-3.25522, -0.60944, -3.87950], [-1.05159, 0.06433, -3.01957], [3.61799, -2.10914, 4.30172], [4.53468, -1.60462, 3.47453], [5.16391, -2.61740, 2.87648], [5.41909, -0.92128, 4.19789], [3.71073, -0.52538, 2.23085], [3.03422, 0.50790, 2.98667], [2.80494, -1.48497, 1.60176], [4.98669, -0.00432, 1.55539], [5.62054, 0.99471, 0.52797], [6.70371, 1.66182, 1.19336], [4.73001, 1.79987, -0.25276], [6.49608, -0.14722, -0.68695], [7.81854, 0.03155, -0.56867], [6.23787, -1.42831, -0.46513], [6.17530, 0.15823, -1.94215], [0.26173, -0.85758, 4.03727], [-0.55498, -2.58200, 3.93973], [-1.71809, -2.84339, 4.66028], [-2.29638, -4.10448, 4.62551], [-1.72887, -5.11274, 3.85746], [-0.56980, -4.85484, 3.13822], [0.02265, -3.60122, 3.18553], [-2.16987, -2.05276, 5.24694], [-3.19748, -4.29734, 5.19525], [-2.18617, -6.09362, 3.82235], [-0.11501, -5.63437, 2.53977], [0.94401, -3.41631, 2.64598], [-4.35841, -5.71133, -4.92625], [-3.06191, -5.96990, -4.64638], [-3.00138, -7.28628, -4.35446], [-2.37601, -5.79153, -5.78670], [-2.55395, -5.12055, -3.52157], [-3.18164, -5.21735, -2.28550], [-2.74517, -4.44257, -1.22758], [-1.67729, -3.55964, -1.39745], [-1.04754, -3.47445, -2.64199], [-1.48619, -4.25207, -3.70078], [-1.20873, -2.71907, -0.33807], [-0.74387, -1.94835, 0.46658], [-4.01363, -5.89809, -2.15594], [-3.22849, -4.50896, -0.26199], [-0.20933, -2.79644, -2.74819], [-0.99795, -4.18480, -4.66284]]}

***

Entry 6:
{"formula": "C21H30CaNO2P2", "method": "wB97M-V/def2-TZVPD", "total_energy_ha": -2383.29409, "de_lowest_kcal_mol": 78.9, "charge": 1, "homo_ev": [-8.4, -8.4], "elements": ["Ca", "P", "C", "C", "N", "C", "C", "C", "C", "C", "P", "H", "H", "H", "H", "H", "H", "H", "H", "O", "H", "H", "O", "H", "C", "H", "H", "H", "C", "H", "H", "H", "C", "H", "H", "H", "C", "H", "H", "H", "C", "C", "C", "C", "C", "C", "C", "C", "C", "C", "H", "H", "H", "H", "H", "H", "H"], "positions_angstrom": [[-0.09940, -0.97521, -0.20091], [-2.07397, 0.40538, 1.72240], [-2.65127, 1.54991, 0.56437], [-1.90574, 2.08420, -0.48076], [-0.76048, 1.42669, -0.86661], [0.05021, 2.07158, -1.73316], [-0.30203, 3.32589, -2.22058], [-1.57115, 3.84822, -1.99729], [-2.45835, 3.12251, -1.24648], [1.47211, 1.61849, -2.10859], [2.01235, -0.07780, -2.33365], [-3.50084, 3.39043, -1.09562], [0.45995, 3.91949, -2.73660], [-1.87813, 4.82336, -2.35936], [1.75233, 1.90779, -3.11482], [2.20046, 2.03122, -1.42183], [-3.67173, -1.11156, -1.66381], [-3.72252, 1.26896, 0.20135], [0.19626, -3.37563, -4.18494], [-3.43216, -1.87476, -1.15423], [-3.20553, -2.32492, -2.02256], [0.61130, -0.25953, -1.78575], [0.73975, -3.77018, -3.39818], [0.52649, -3.84173, -2.35059], [1.72966, -0.50621, -4.01579], [2.38555, 0.28691, -4.44626], [2.01762, -1.55546, -4.23359], [0.65895, -0.38577, -4.25477], [3.72259, -0.17034, -1.96623], [4.12420, -1.18461, -1.86300], [4.07078, 0.29766, -2.89745], [3.94635, 0.45509, -1.10081], [-1.63931, 1.77590, 2.87347], [-2.60776, 2.10831, 3.25944], [-0.93727, 1.56683, 3.67964], [-1.22006, 2.55373, 2.22668], [-3.47228, -0.57270, 2.43207], [-3.10760, -1.28587, 3.19175], [-4.21286, 0.08909, 2.89929], [-3.95401, -1.18041, 1.65260], [1.65098, -2.96384, 4.89861], [0.74164, -3.24493, 3.85451], [0.63906, -2.38447, 2.76344], [1.43002, -1.19223, 2.67664], [1.30119, -0.24920, 1.62788], [2.05921, 0.89406, 1.60345], [3.02387, 1.16319, 2.63580], [3.17092, 0.27029, 3.68716], [2.38273, -0.92149, 3.75328], [2.45844, -1.82799, 4.84152], [1.71840, -3.63741, 5.75472], [0.11380, -4.14065, 3.92039], [-0.08414, -2.62066, 1.96157], [1.94733, 1.62282, 0.79338], [3.64015, 2.07237, 2.58836], [3.89011, 0.46270, 4.49620], [3.16587, -1.60653, 5.64930]]}

***

Entry 7:
{"formula": "C5H15BNO4P2Tl", "method": "wB97M-V/def2-TZVPD", "total_energy_ha": -1434.47634, "de_lowest_kcal_mol": 28.5, "charge": 2, "homo_ev": -16.5, "elements": ["N", "C", "C", "C", "B", "C", "C", "O", "P", "P", "O", "O", "O", "H", "H", "H", "H", "H", "H", "H", "H", "H", "H", "H", "H", "H", "H", "H", "Tl"], "positions_angstrom": [[0.43108, 1.97578, 2.39014], [-0.28074, 0.69947, 2.06872], [-1.60403, 1.04209, 1.32993], [-2.02670, -0.01220, 0.27277], [-1.10101, 0.00625, -1.10173], [0.04122, 1.19584, -1.25646], [0.60062, 1.14367, -2.72764], [1.64956, 1.65145, -2.95879], [-0.38785, -1.77676, -1.43247], [0.79789, -2.65110, 0.20292], [0.12367, -2.56343, 1.48743], [2.32941, -2.08056, 0.21075], [0.93583, -4.20864, -0.16466], [1.40295, 1.69792, 2.55428], [0.45997, 2.48716, 1.50407], [-0.45550, 0.09403, 2.97136], [0.39353, 0.13875, 1.36860], [-2.39437, 1.00764, 2.11697], [-1.61013, 2.08101, 0.95661], [-2.03711, -1.05254, 0.66431], [-3.07399, 0.21837, 0.00893], [-1.88777, 0.20810, -2.01226], [0.94099, 1.07980, -0.59348], [-0.36412, 2.21693, -1.12178], [0.00597, 0.61573, -3.50516], [0.53515, -1.68587, -2.52167], [2.28156, -1.14537, -0.04407], [1.86958, -4.49327, -0.12963], [2.42432, 2.10974, -0.53799]]}

***

Entry 8:
{"formula": "C4H10N2O", "method": "wB97M-V/def2-TZVPD", "total_energy_ha": -343.07566, "spin_multiplicity": 2, "de_lowest_kcal_mol": 29.4, "charge": -1, "homo_ev": [0.5, -2.8], "elements": ["N", "C", "C", "C", "O", "C", "N", "H", "H", "H", "H", "H", "H", "H", "H", "H", "H"], "positions_angstrom": [[0.09393, 1.75762, -0.13606], [0.08024, 0.23471, -0.27423], [-1.36663, -0.10976, -0.68603], [-1.36357, -1.37512, -1.64533], [-1.23617, -1.21842, -2.89824], [0.53062, -0.27977, 1.11386], [1.85113, 0.24049, 1.49201], [0.10846, 2.21563, -1.02182], [0.58596, 1.92667, 0.72086], [0.80326, -0.11404, -1.00366], [-2.07438, -0.27623, 0.12245], [-1.74134, 0.80639, -1.13774], [-0.97687, -2.32757, -1.18434], [0.50012, -1.37216, 0.97234], [-0.27141, -0.08748, 1.83076], [1.88872, 0.38027, 2.49108], [2.58791, -0.40124, 1.24409]]}